Record 1
The following is a quantum chemistry calculation of the molecule C7H17BN2 in a non-equilibrium geometry, from OMol25.

Values from the calculation:
2S+1 = 1
Molar mass = 140.04 g mol⁻¹
E = -11190.2608 eV
F_max = 5.0 eV/A
Energy relative to the best compared isomer or geometry (same formula, charge and spin) = 0.845 eV
E_HOMO = -8.23 eV

Structure (XYZ):
```
27
Properties=species:S:1:pos:R:3:nbo_charge:R:1
B 0.757 1.183 1.178 0.841
C -0.223 0.274 -0.812 0.086
C -0.330 -1.043 -0.027 0.416
C 1.273 2.240 2.203 -0.957
C 0.960 0.432 -1.703 -0.661
C -1.622 0.345 -1.630 -0.628
C -1.450 -1.414 0.874 -0.720
C 0.329 -2.307 -0.575 -0.707
N -0.353 1.283 0.265 -0.868
N 1.071 -0.178 1.312 -0.970
H 2.410 2.021 2.509 0.228
H 0.643 2.151 3.155 0.246
H 1.255 3.372 1.912 0.219
H 1.350 1.388 -1.869 0.228
H 0.573 0.123 -2.681 0.215
H 1.727 -0.141 -1.163 0.242
H -1.887 -0.450 -2.311 0.212
H -1.528 1.299 -2.181 0.209
H -2.435 0.383 -0.860 0.217
H -2.245 -1.971 0.242 0.218
H -1.887 -0.441 1.147 0.248
H -0.991 -2.088 1.680 0.254
H -0.523 -3.067 -0.675 0.212
H 1.069 -2.776 -0.023 0.236
H 0.804 -2.083 -1.513 0.223
H -0.670 2.151 -0.061 0.375
H 1.921 -0.687 1.608 0.384
```

=====

Record 2
The following is a quantum chemistry calculation of C32H41BrCuN6O6SSi as an isolated structure, from OMol25.

Values from the calculation:
2S+1 = 2
Molar mass = 809.32 g mol⁻¹
E = -188468.5815 eV
F_max = 0.9 eV/A
Energy relative to the best compared isomer or geometry (same formula, charge and spin) = 0.000 eV
E_HOMO (alpha / beta) = -8.51 / -8.48 eV

Structure (XYZ):
```
89
Properties=species:S:1:pos:R:3:mulliken_charge:R:1
Cu -0.202 0.422 0.934 -0.812
N -0.030 3.951 3.416 -0.396
C 0.032 2.790 2.747 0.664
S -0.972 2.611 1.349 -0.340
N 0.859 1.886 3.222 -0.971
N 0.915 0.750 2.527 0.582
C 1.725 -0.199 2.883 0.270
C 2.539 -0.137 4.116 0.060
C 3.915 -0.352 4.069 -0.238
C 4.674 -0.279 5.227 -0.723
C 4.065 0.004 6.440 -0.409
C 2.694 0.217 6.492 -0.691
C 1.934 0.155 5.338 -0.266
C 1.777 -1.349 1.972 1.043
C 2.473 -2.522 2.236 -0.565
C 2.460 -3.537 1.291 -0.624
C 1.751 -3.365 0.114 -0.939
C 1.051 -2.182 -0.067 0.008
N 1.078 -1.210 0.834 0.111
H -0.595 4.696 3.052 0.203
H 0.600 4.113 4.182 0.230
H 4.393 -0.550 3.117 0.551
H 5.744 -0.433 5.179 0.383
H 4.660 0.059 7.342 0.404
H 2.218 0.441 7.438 0.386
H 0.867 0.325 5.376 0.437
H 3.000 -2.639 3.171 0.530
H 2.995 -4.458 1.481 0.441
H 1.731 -4.130 -0.648 0.458
H 0.448 -1.991 -0.945 0.561
O -3.568 -0.957 -0.345 -0.703
C -2.664 -0.149 -0.435 -0.607
O -1.418 -0.401 -0.185 0.019
C -2.998 1.242 -0.955 0.821
C -2.041 2.096 -1.481 0.639
C -2.430 3.341 -1.950 -0.985
C -3.745 3.761 -1.911 -0.318
C -4.683 2.888 -1.390 -0.654
C -4.327 1.637 -0.916 -0.204
N -6.089 3.307 -1.341 1.058
O -6.895 2.518 -0.890 -0.618
O -6.359 4.420 -1.750 -0.634
N -1.418 4.246 -2.505 1.156
O -0.269 3.850 -2.543 -0.614
O -1.784 5.348 -2.869 -0.677
H -1.002 1.806 -1.527 0.689
H -4.038 4.736 -2.267 0.650
H -5.073 0.960 -0.526 0.618
C -3.249 0.448 -4.831 -2.212
C -2.607 -0.929 -5.054 2.686
C -3.274 -1.572 -6.280 -1.839
C -2.923 -1.776 -3.814 -1.710
Si -0.708 -0.762 -5.333 -0.407
Br 0.201 -0.357 -3.286 -0.397
C 0.147 -2.411 -5.877 2.450
C -0.480 -3.622 -5.171 -1.969
C 0.000 -2.610 -7.394 -1.863
C 1.642 -2.432 -5.524 -1.781
C -0.170 0.781 -6.363 2.531
C -0.893 0.808 -7.718 -1.709
C 1.345 0.762 -6.616 -2.213
C -0.468 2.094 -5.624 -2.065
H -4.296 0.315 -4.541 0.671
H -3.235 1.055 -5.738 0.382
H -2.754 0.996 -4.028 0.240
H -4.358 -1.588 -6.135 0.527
H -2.946 -2.601 -6.431 0.316
H -3.070 -1.012 -7.197 0.334
H -4.008 -1.828 -3.681 0.588
H -2.508 -1.337 -2.908 0.031
H -2.554 -2.796 -3.896 0.262
H -1.505 -3.802 -5.495 0.325
H -0.473 -3.503 -4.085 0.236
H 0.101 -4.518 -5.410 0.607
H -1.046 -2.588 -7.708 0.318
H 0.413 -3.583 -7.678 0.541
H 0.543 -1.846 -7.954 0.308
H 1.791 -2.446 -4.445 0.295
H 2.184 -1.578 -5.926 0.316
H 2.094 -3.340 -5.936 0.535
H -0.696 -0.089 -8.308 0.289
H -0.552 1.669 -8.300 0.509
H -1.974 0.907 -7.596 0.321
H 1.642 -0.051 -7.280 0.367
H 1.903 0.675 -5.681 0.342
H 1.642 1.701 -7.092 0.601
H -1.529 2.234 -5.426 0.298
H -0.140 2.934 -6.244 0.589
H 0.069 2.155 -4.679 0.364
```

=====

Record 3
The following is a quantum chemistry calculation of the molecule C5H10O2, from OMol25.

Values from the calculation:
2S+1 = 1
Molar mass = 102.13 g mol⁻¹
E = -9438.5726 eV
F_max = 0.4 eV/A
Energy relative to the best compared isomer or geometry (same formula, charge and spin) = 4.470 eV
E_HOMO = -8.82 eV

Structure (XYZ):
```
17
Properties=species:S:1:pos:R:3:nbo_charge:R:1
C -0.122 2.347 0.299 -0.633
C 0.222 1.036 -0.413 0.066
O 1.489 0.700 -0.477 -0.813
C -0.674 -0.080 -0.136 0.221
C -0.372 -1.426 -0.743 -0.526
C 0.307 -2.041 0.483 -0.054
O 0.579 -0.886 1.285 -0.685
H 0.459 3.157 -0.148 0.231
H -1.189 2.594 0.237 0.197
H 0.168 2.261 1.352 0.220
H -0.374 1.076 -1.440 0.205
H 1.250 -0.321 0.740 0.511
H -1.659 0.108 0.297 0.212
H -1.265 -1.958 -1.083 0.221
H 0.335 -1.284 -1.565 0.254
H 1.217 -2.606 0.256 0.190
H -0.371 -2.678 1.057 0.184
```

=====

Record 4
The following is a quantum chemistry calculation of a 2-piece molecular cluster, C4H12 overall in a non-equilibrium geometry, from OMol25.

Values from the calculation:
SMILES = CC.CC
2S+1 = 1
Molar mass = 60.14 g mol⁻¹
E = -4340.2188 eV
F_max = 6.0 eV/A
Energy relative to the best compared isomer or geometry (same formula, charge and spin) = 2.310 eV
E_HOMO = -10.52 eV

Structure (XYZ):
```
16
Properties=species:S:1:pos:R:3:nbo_charge:R:1
C 0.932 2.160 0.599 -0.601
C 1.810 1.099 -0.012 -0.635
H 0.712 1.967 1.561 0.201
H 1.175 3.207 0.495 0.210
H -0.131 2.193 -0.009 0.191
H 1.406 0.179 0.389 0.213
H 2.929 1.176 -0.050 0.223
H 2.002 1.072 -1.260 0.197
C -1.924 -1.222 -0.532 -0.613
C -0.851 -2.029 0.116 -0.596
H -2.429 -1.936 -1.078 0.205
H -2.493 -0.594 0.000 0.203
H -1.383 -0.662 -1.276 0.200
H -0.677 -1.521 1.111 0.197
H 0.027 -1.919 -0.464 0.206
H -1.106 -3.170 0.409 0.199
```

=====

Record 5
The following is a quantum chemistry calculation of C2H8N2P2 as an isolated structure in a non-equilibrium geometry, from OMol25.

Values from the calculation:
2S+1 = 1
Molar mass = 122.05 g mol⁻¹
E = -23759.5719 eV
F_max = 5.2 eV/A
Energy relative to the best compared isomer or geometry (same formula, charge and spin) = 0.574 eV
E_HOMO = -8.13 eV

Structure (XYZ):
```
14
Properties=species:S:1:pos:R:3:nbo_charge:R:1
C -0.119 -1.982 -0.180 -0.435
C -1.393 1.480 0.788 -0.897
N 1.240 1.371 -0.169 -1.187
N 0.242 -0.645 0.274 -0.920
P 2.234 -0.189 -0.045 0.838
P -0.294 0.711 -0.633 1.100
H 0.463 -2.615 0.453 0.206
H -1.287 -2.032 -0.104 0.198
H 0.054 -2.123 -1.306 0.169
H -0.888 1.834 1.601 0.224
H -2.012 0.698 1.028 0.214
H -2.037 2.235 0.466 0.210
H 1.746 2.035 -0.762 0.386
H 2.051 -0.778 -1.409 -0.106
```

=====

Record 6
The following is a quantum chemistry calculation of a 2-piece molecular cluster, C6H16S overall in a non-equilibrium geometry, from OMol25.

Values from the calculation:
SMILES = CC(C)C.CCS
2S+1 = 1
Molar mass = 120.26 g mol⁻¹
E = -17316.4466 eV
F_max = 1.2 eV/A
Energy relative to the best compared isomer or geometry (same formula, charge and spin) = 0.383 eV
E_HOMO = -9.02 eV

Structure (XYZ):
```
23
Properties=species:S:1:pos:R:3:nbo_charge:R:1
C -1.840 2.345 0.569 -0.603
C -0.872 1.238 1.010 -0.222
C 0.224 1.056 -0.041 -0.600
C -0.296 1.491 2.405 -0.610
H -2.007 2.307 -0.508 0.205
H -1.430 3.316 0.860 0.201
H -2.819 2.274 1.041 0.207
H -1.452 0.315 1.078 0.192
H 0.651 2.009 -0.350 0.208
H 1.012 0.467 0.438 0.202
H -0.083 0.443 -0.879 0.200
H -1.022 1.981 3.057 0.210
H -0.142 0.527 2.900 0.209
H 0.664 2.006 2.388 0.206
C 1.542 -2.095 -2.251 -0.613
C 0.916 -2.154 -0.855 -0.503
S -0.326 -3.484 -0.708 -0.056
H 2.091 -3.020 -2.423 0.206
H 2.207 -1.233 -2.311 0.213
H 0.765 -1.959 -3.002 0.213
H 1.703 -2.207 -0.110 0.208
H 0.277 -1.288 -0.733 0.216
H 0.236 -4.335 -1.574 0.113
```